Entry 1:
Computed, not measured: 3 unconnected molecules or ions with the total composition CH9NO2, with ωB97M-V with the def2-TZVPD basis set.

```
13
Properties=species:S:1:pos:R:3:forces:R:3
O -2.5524 0.0193 1.4056 0.1252 0.0698 -0.0865
O 2.8156 -0.5387 0.0968 0.0869 0.2000 0.0727
N -0.2455 -0.2793 -0.2982 -0.1146 0.1357 -0.0053
C -0.4251 0.7791 -1.2948 0.0197 0.2042 0.1548
H -0.4223 -1.1811 -0.7316 0.1165 0.0565 0.0705
H 0.7351 -0.2878 -0.0091 0.0278 -0.1567 -0.0144
H -0.1573 1.7398 -0.8506 0.0728 -0.0553 0.0592
H -1.6942 -0.0334 0.9143 -0.0589 -0.1451 -0.0087
H 3.3399 -0.0224 0.7667 -0.0931 -0.3710 -0.5450
H -2.3582 0.5706 2.1670 0.0257 0.0120 0.0378
H 3.4624 -0.8112 -0.6049 -0.1383 0.2294 0.4590
H -1.4795 0.8610 -1.5658 0.0120 -0.1186 -0.1501
H 0.1957 0.6627 -2.1892 -0.0817 -0.0608 -0.0440
```
Forces are in eV/Å.

Results
LUMO level (alpha / beta)	3.998 / 3.843	eV
highest occupied orbital energy (alpha / beta)	0.88 / -6.27	eV
⟨S²⟩	0.750
net charge	-1
multiplicity	2
M	67.1	g mol⁻¹
energy relative to the best compared isomer or geometry (same formula, charge and spin)	0.0	kcal per mole

---

Entry 2:
Computed, not measured: 2 unconnected molecules or ions with the total composition C5H13N3O2 at a distorted geometry, with ωB97M-V with the def2-TZVPD basis set.

```
23
Properties=species:S:1:pos:R:3:forces:R:3
O -0.5010 -0.9515 -2.3909 -0.3418 -0.0884 -0.5157
O 1.6621 -1.3399 -2.8195 -0.2149 -0.1721 -0.5125
N -0.3046 -0.4218 1.1136 -0.3235 -0.2472 0.0327
N 1.0963 1.4475 1.5007 0.1745 0.2197 -0.4900
N 1.9733 -0.6804 1.3244 1.6895 -0.0566 -0.5864
C 0.8365 0.1183 1.2414 -0.7088 -0.5282 1.0166
C 0.6340 0.6252 -3.7267 0.6332 0.0866 -0.7159
C -1.5542 0.2793 1.4328 0.8924 -1.0327 -0.7419
C -2.2516 -0.5075 2.5376 0.0014 0.4213 0.5264
C 0.6636 -0.6960 -3.0221 0.0721 0.4382 1.5810
H 2.6892 -0.5243 0.6242 -0.0760 0.4148 0.1004
H -1.3896 1.3261 1.6650 -0.2791 0.3075 0.2828
H -0.4286 -1.7510 -1.8468 0.2847 0.1294 0.0114
H -1.5275 -0.9373 3.2296 0.1481 0.1489 -0.0176
H 2.0180 1.7017 1.7989 0.0229 -0.1075 0.2120
H -2.1523 0.2163 0.5209 -0.1449 0.3525 0.0728
H 0.7109 1.4373 -3.0070 0.1125 -0.1333 0.2632
H -2.9091 0.1365 3.1300 -0.1477 -0.1510 -0.1722
H -0.2371 0.8451 -4.3184 -0.5562 -0.3123 -0.1003
H 1.4996 0.6581 -4.3875 0.0170 0.1114 0.1074
H -2.8082 -1.3465 2.1378 -0.1936 -0.0424 -0.1387
H 1.9316 -1.6797 1.4626 -1.0541 0.2280 -0.0769
H 0.3487 2.0446 1.7993 -0.0078 0.0133 -0.1385
```
Forces are in eV/Å.

Results
LUMO level	0.825	eV
SMILES	CCN=C(N)N.CC(=O)O
highest occupied orbital energy	-8.74	eV
M	147.2	g mol⁻¹
energy relative to the best compared isomer or geometry (same formula, charge and spin)	12.4	kcal per mole

---

Entry 3:
Computed, not measured: 2 unconnected molecules or ions with the total composition C3H4S2 at a distorted geometry, with ωB97M-V with the def2-TZVPD basis set.

```
9
Properties=species:S:1:pos:R:3:forces:R:3
S 0.9287 1.1209 -2.3263 1.7923 1.0248 -0.4118
S -0.7289 0.1187 -2.1026 -1.2188 0.0727 0.0106
C -0.3050 -1.4808 -2.0267 -3.1219 -0.8562 0.7532
C 0.0727 1.1590 1.5998 0.0222 -0.4141 0.6782
C 0.9538 1.6722 0.9789 1.3856 0.6572 -0.8837
H 1.7998 2.0917 0.4094 -1.2243 -0.4395 0.6958
H 0.4405 -2.1637 -2.2402 2.0265 -0.2706 -0.6073
H -0.5365 0.6308 2.3024 -0.1920 0.2124 -0.3469
H -1.2856 -1.9773 -1.9232 0.5303 0.0134 0.1120
```
Forces are in eV/Å.

Results
LUMO level (alpha / beta)	0.683 / -2.859	eV
highest occupied orbital energy (alpha / beta)	-7.00 / -8.83	eV
⟨S²⟩	2.009
multiplicity	3
M	104.2	g mol⁻¹
energy relative to the best compared isomer or geometry (same formula, charge and spin)	54.2	kcal per mole

---

Entry 4:
Computed, not measured: a molecular structure, C19H20N2O3S at a distorted geometry, with ωB97M-V with the def2-TZVPD basis set.

```
45
Properties=species:S:1:pos:R:3:forces:R:3
S -2.1106 2.1010 -3.0873 -1.3799 2.1939 -3.8253
O 4.3250 1.8864 2.2384 3.0812 4.4141 3.8984
O 4.4468 -0.4392 0.7348 8.3455 -4.9933 2.7852
O -0.1387 -0.7827 -1.1485 1.4754 0.0629 1.3234
N -2.6971 -0.0623 -1.8200 -4.1425 -3.6088 -3.7416
N -0.8452 1.3085 -1.1811 -1.1369 -3.3925 0.6608
C 2.4042 -0.0700 0.0338 -1.8220 5.6628 2.3905
C -1.9627 0.8584 -2.1184 8.1463 8.7608 3.3764
C 1.1601 0.9743 0.1069 1.4517 -11.5440 -5.2310
C -3.4774 -0.3733 -2.9868 1.2425 -7.1456 -1.8903
C -2.8020 -3.2368 0.2314 -0.9378 10.4325 1.8270
C 3.3239 1.6175 1.4923 -0.9235 -1.6971 -2.6668
C -2.9361 -2.2680 -0.8789 2.4951 -0.8018 1.2397
C -4.0706 -2.0485 -2.8785 1.3057 7.8395 -8.6213
C 3.5223 0.3479 0.8113 -9.1173 3.5327 -1.9498
C 2.2371 2.4236 1.2729 5.1829 4.9254 7.1934
C 0.0468 0.3445 -0.6947 -1.0409 1.7649 -1.8021
C 5.6970 -0.3972 1.6767 -0.5698 6.1125 -10.3442
C -3.0364 -2.6329 -2.3367 5.3576 -9.0740 5.0680
C -2.6375 -0.8642 -0.8030 -1.4572 -2.5291 11.3322
C 4.3109 3.2610 3.0190 4.6803 -0.2728 -2.8494
C -2.6554 -0.1929 0.7062 -0.0160 -4.1829 -7.6578
C -2.8658 -2.3108 1.7273 0.2599 -7.0214 -9.0073
C -2.7483 -1.0602 1.7451 0.0606 8.7197 4.5081
C 1.1196 2.0634 0.7501 -5.5602 3.3974 0.4434
H -4.8792 -1.9033 -2.4289 -6.7006 0.4017 4.5196
H 5.5997 -0.3187 2.6245 -1.4605 0.9120 6.2513
H -4.3355 -2.3061 -3.8970 0.2245 -0.0839 -0.4031
H -3.0854 -4.2104 0.3557 -0.4271 -2.4534 -0.3589
H -0.6351 2.2831 -1.2171 0.0607 0.2570 -0.1597
H -2.0441 -2.6418 -2.8359 -0.6786 0.3633 0.0926
H 3.4888 3.1835 3.6783 -0.4405 0.2601 0.9897
H -2.9276 -0.3569 -3.9592 0.2252 0.0534 1.2183
H -2.8129 -0.4006 2.8064 0.2560 -2.1841 -2.4244
H 0.2017 2.6488 1.0188 0.7552 -0.6604 -0.9159
H -4.2852 0.1320 -3.1729 -4.4047 3.6040 -0.1451
H 6.2170 0.7393 1.0269 -0.9290 -3.6778 2.8428
H -2.6065 0.8287 0.6094 0.1637 2.1501 0.7647
H -3.3404 -3.7517 -2.2121 0.9557 0.9956 -0.6170
H 2.1736 3.3587 2.0824 0.3172 -2.2985 -2.5005
H 4.2663 4.2270 2.2698 -0.1569 -2.7416 1.7516
H 2.4545 -0.9788 -0.5324 -0.5214 -0.0962 -0.2371
H 6.2419 -1.1851 1.3729 1.6777 -2.7027 -1.0896
H 5.4983 3.2745 3.4827 -3.9242 -0.1330 -0.9804
H -2.7994 -3.0698 2.3157 0.0268 -3.5211 4.9413
```
Forces are in eV/Å.

Results
LUMO level	-0.096	eV
highest occupied orbital energy	-7.51	eV
M	356.4	g mol⁻¹
energy relative to the best compared isomer or geometry (same formula, charge and spin)	413.8	kcal per mole